[1]
{
  "formula": "C14H25BrO3P2Zr",
  "method": "wB97M-V/def2-TZVPD",
  "symbols": ["Zr", "Br", "P", "P", "O", "O", "O", "C", "C", "C", "C", "C", "C", "C", "C", "C", "C", "C", "C", "C", "C", "H", "H", "H", "H", "H", "H", "H", "H", "H", "H", "H", "H", "H", "H", "H", "H", "H", "H", "H", "H", "H", "H", "H", "H", "H"],
  "coordinates": [[-0.65466, -0.49961, 0.37225], [-3.09315, -4.45653, -1.18535], [-0.10695, -1.07259, -2.35763], [0.68426, 1.51263, 1.66988], [-1.42745, -1.96698, 1.88684], [-2.74858, 2.03577, 0.13504], [-2.46411, -1.72604, -0.06126], [-4.92903, -4.05682, 3.21362], [-3.90399, -4.22035, 0.55688], [0.30890, -2.83209, -2.12775], [-5.47093, -4.94909, 2.28955], [-2.40134, -2.31480, 1.09119], [-1.96323, 1.15872, 0.06182], [-3.41864, -3.27512, 1.48831], [-1.78985, -0.98735, -3.01552], [1.02528, -0.45839, -3.63181], [-0.39153, 2.70188, 2.54838], [-4.95956, -5.03821, 0.97207], [-3.91138, -3.23629, 2.79369], [1.77163, 0.99854, 3.05344], [1.80375, 2.68254, 0.82611], [-1.79496, -1.55799, -3.95486], [-5.37361, -5.76774, 0.27458], [-0.40467, -3.36483, -1.46922], [-5.31106, -4.02059, 4.24375], [2.06112, -0.51579, -3.25804], [-0.96385, 3.29439, 1.82550], [2.07296, 1.88682, 3.62886], [-1.11419, 2.15072, 3.16228], [0.24630, 3.34573, 3.17525], [1.23187, 0.27730, 3.67801], [1.25976, 3.26385, 0.07790], [1.35161, -2.95425, -1.77748], [0.17295, 0.02461, -1.28239], [2.64890, 0.48026, 2.65052], [-3.46561, -2.49670, 3.45092], [1.74584, -2.24906, 1.44241], [0.22091, -3.32066, -3.11389], [2.60382, 2.14339, 0.31158], [0.75703, 0.58251, -3.87135], [1.61631, -1.89852, 2.10062], [-2.05809, 0.05761, -3.24239], [-6.25752, -5.63049, 2.57612], [-2.53396, -1.47011, -2.36002], [0.92874, -1.08046, -4.54069], [2.24411, 3.36771, 1.56106]],
  "atomic_forces_ev_per_a": [[-0.682, -3.079, 1.093], [-0.600, -0.128, 0.773], [0.601, -1.593, -0.216], [0.687, 1.483, 0.811], [-0.808, 0.194, -1.147], [3.357, -3.669, -0.548], [0.972, 0.722, 0.468], [-0.605, -0.524, 0.082], [-0.612, 0.078, 0.662], [0.090, -0.448, -0.201], [0.663, 0.067, -0.741], [0.871, 0.722, 0.690], [-3.809, 4.747, 0.500], [0.103, -0.623, -0.732], [-0.394, 0.422, 0.360], [0.025, 0.313, 0.212], [-0.463, -0.305, -0.146], [0.219, 0.003, -0.033], [0.620, 0.652, 0.002], [-0.158, -0.749, -0.214], [0.035, -0.182, -0.539], [0.315, 0.122, 0.128], [0.121, 0.171, 0.272], [0.354, 0.512, -0.144], [0.247, 0.037, -0.607], [-0.373, 0.092, -0.205], [0.196, 0.032, 0.216], [-0.127, -0.372, -0.199], [0.182, 0.217, 0.052], [-0.339, -0.209, -0.267], [0.159, 0.269, 0.160], [0.019, -0.016, 0.084], [-0.534, 0.098, -0.110], [-0.530, 0.879, -1.377], [-0.028, 0.200, 0.144], [-0.102, -0.140, 0.089], [-0.090, 0.186, 0.198], [0.154, 0.179, 0.177], [0.000, 0.094, 0.093], [0.227, -0.317, 0.035], [-0.029, -0.094, -0.319], [0.009, -0.399, 0.133], [-0.119, 0.032, 0.005], [0.361, 0.324, -0.072], [-0.050, 0.200, 0.488], [-0.137, -0.205, -0.113]],
  "mulliken_charge": [-0.180, -0.138, 0.825, 0.839, -0.823, -0.202, -0.600, -0.728, 0.082, -0.960, -0.484, 1.165, 0.476, 0.626, -1.035, -1.052, -1.289, -0.468, -0.375, -1.211, -1.223, 0.444, 0.411, 0.173, 0.401, 0.396, 0.404, 0.421, 0.372, 0.418, 0.365, 0.367, 0.387, 0.226, 0.389, 0.410, 0.059, 0.427, 0.390, 0.405, 0.016, 0.397, 0.415, 0.271, 0.387, 0.405],
  "lumo_ev": [-8.21, -8.22],
  "energy_ha": -4077.3420,
  "charge": 2,
  "e_homo_ev": [-14.17, -14.17],
  "gap_ha": [0.2190, 0.2190]
}


[2]
{
  "formula": "C2H3F2NO2",
  "method": "wB97M-V/def2-TZVPD",
  "symbols": ["F", "F", "O", "O", "N", "C", "C", "H", "H", "H"],
  "coordinates": [[-2.11301, 0.74902, -0.26719], [-1.10762, 0.30736, 1.62931], [-0.08413, -1.90771, 0.78405], [-1.25630, -1.60556, -1.03923], [-0.79899, -1.22022, 0.02297], [1.50585, 0.90898, -0.39431], [-1.13905, 0.06285, 0.38198], [1.50151, 1.79938, -1.04925], [1.83811, 1.03867, 0.70108], [1.65363, -0.13277, -0.76941]],
  "atomic_forces_ev_per_a": [[1.597, -1.594, 0.894], [-0.082, 0.466, 1.285], [-0.805, 1.456, -0.745], [0.088, 0.022, -0.418], [0.300, -2.920, -0.117], [0.475, -0.568, 1.609], [-0.485, 2.805, -1.052], [-0.125, -0.850, 0.418], [-0.723, -0.049, -1.926], [-0.241, 1.231, 0.052]],
  "mulliken_charge": [-0.190, -0.170, -0.526, -0.540, 0.941, -0.835, 0.397, 0.328, 0.288, 0.307],
  "lumo_ev": [-0.91, -2.06],
  "energy_ha": -482.7164,
  "e_homo_ev": [-10.17, -9.79],
  "de_lowest_kcal_mol": 136.94,
  "gap_ha": [0.3404, 0.2840]
}